No. 1
Computed, not measured: a molecular structure, C33H88CdIO11 in a non-equilibrium geometry, with ωB97M-V with the def2-TZVPD basis set.

The geometry in XYZ format:
```
134
C33H88CdIO11 (ωB97M-V with the def2-TZVPD basis set)
Cd 11.6927 25.0951 17.7345
I 9.4398 26.5916 18.1258
C 5.6141 31.0361 19.4592
C 5.9667 30.7743 20.9223
C 6.6033 29.4136 21.0336
O 6.9115 31.7203 21.3324
H 6.4803 31.0630 18.7980
H 5.0061 31.9017 19.1962
H 5.0452 30.1674 19.1275
H 5.0649 30.8068 21.5337
H 5.9724 28.6906 20.5164
H 6.5741 29.1650 22.0945
H 7.6257 29.3667 20.6588
H 6.5387 32.5901 21.4939
C 4.1619 24.7381 23.1254
C 5.3079 25.4795 23.6980
C 6.2090 26.2219 22.5972
O 4.8473 26.4272 24.6440
H 4.5414 24.2048 22.2537
H 3.4301 25.4186 22.6901
H 3.6635 24.0607 23.8188
H 5.8640 24.7683 24.3087
H 7.0332 26.7608 23.0645
H 5.6328 26.8632 21.9303
H 6.6214 25.4893 21.9034
H 5.4476 27.1694 24.7466
C 12.8682 29.0149 18.7935
C 13.1640 27.7993 17.8123
C 14.6526 27.6508 17.3600
O 12.8225 26.6009 18.5844
H 11.8575 28.9076 19.1872
H 12.9292 30.0012 18.3336
H 13.6036 29.1701 19.5830
H 12.6727 27.7642 16.8399
H 15.2200 27.1409 18.1386
H 15.1597 28.5983 17.1778
H 14.7487 27.1137 16.4164
H 12.9287 26.8250 19.5118
C 8.6358 22.7681 16.1014
C 9.4898 22.5791 17.3094
C 10.0019 21.2312 17.5406
O 10.6295 23.3681 17.0757
H 9.1288 22.5036 15.1660
H 8.4438 23.8326 15.9668
H 7.6561 22.2997 16.1958
H 8.9376 23.0268 18.1356
H 10.6639 21.0291 16.6986
H 9.2405 20.4516 17.5627
H 10.6791 21.0255 18.3697
H 11.1346 22.7766 16.5130
C 10.4017 27.5113 21.9773
C 11.8427 27.6421 22.3001
C 12.1059 27.2762 23.7438
O 12.5564 26.7606 21.4947
H 10.0764 28.4841 22.3460
H 9.9909 26.6147 22.4415
H 10.1154 27.6450 20.9341
H 12.1432 28.6678 22.0864
H 11.8388 26.2293 23.8880
H 11.5542 27.9347 24.4147
H 13.1328 27.5815 23.9446
H 13.4302 26.8753 21.8753
C 4.6953 28.7931 15.6927
C 4.6430 28.3558 14.2598
C 5.6468 29.0071 13.3047
O 4.7917 26.9716 14.3883
H 3.8323 28.3980 16.2286
H 4.4547 29.8507 15.5849
H 5.6491 28.7454 16.2182
H 3.6504 28.3979 13.8113
H 5.4728 28.6299 12.2969
H 6.6500 28.7671 13.6571
H 5.5985 30.0933 13.3812
H 5.3424 26.6389 15.1008
C 11.8353 23.3131 22.0413
C 10.9241 23.3502 20.8030
C 9.4742 23.5057 21.1297
O 11.4364 24.3652 19.9354
H 11.7525 22.4167 22.6558
H 11.4549 24.1687 22.5993
H 12.9039 23.2450 21.8375
H 10.9473 22.4312 20.2173
H 9.2570 24.0966 22.0195
H 8.9378 22.5603 21.2102
H 8.9992 24.0880 20.3401
H 11.5498 25.1320 20.5018
C 9.7673 31.2584 18.9915
C 10.4037 31.9665 20.2444
C 10.3336 33.5160 20.0537
O 9.5946 31.6551 21.2612
H 8.7190 31.4170 18.7386
H 9.9468 30.1859 18.9155
H 10.2931 31.5481 18.0817
H 11.4695 31.7582 20.3384
H 11.1432 33.8396 19.3994
H 10.4806 33.8959 21.0647
H 9.4065 33.9177 19.6448
H 8.6868 31.6745 20.9496
C 12.7181 26.8914 13.6920
C 11.7281 26.5436 14.7271
C 10.3847 26.0815 14.2445
O 12.1481 25.6049 15.6895
H 13.2491 26.0517 13.2437
H 13.4974 27.5577 14.0621
H 12.2413 27.4473 12.8847
H 11.4922 27.3911 15.3707
H 10.4732 25.1416 13.6996
H 9.8820 26.8335 13.6364
H 9.8066 25.7707 15.1147
H 12.3414 24.8255 15.1634
C 14.6127 22.0953 18.9921
C 14.4932 23.5952 18.4765
C 15.7054 23.9228 17.6034
O 13.2885 23.7886 17.7638
H 14.0677 21.9478 19.9245
H 15.6060 22.0128 19.4333
H 14.4828 21.2973 18.2612
H 14.6215 24.2783 19.3162
H 15.8598 23.1926 16.8089
H 16.6283 23.9157 18.1832
H 15.7004 24.8820 17.0857
H 13.2554 23.0561 17.1441
C 5.2931 26.2377 18.9622
C 5.0315 25.4364 17.7034
C 3.5558 25.4979 17.2879
O 5.8193 25.9936 16.6688
H 6.3290 26.4963 19.1816
H 4.8979 25.5022 19.6628
H 4.6440 27.0982 19.1241
H 5.3304 24.3882 17.7105
H 3.1671 26.5121 17.1967
H 2.9586 25.0728 18.0947
H 3.4066 24.9073 16.3840
H 6.7212 25.7299 16.8653
```

Computed properties:
Net charge: +1
ΔE to the lowest compared entry with this formula, charge and spin in eV: 0.2383
Orbital gap in eV: 7.712
LUMO energy in eV: -2.9

No. 2
Computed, not measured: 4 unconnected molecules or ions with the total composition C3H12O3 in a non-equilibrium geometry, with ωB97M-V with the def2-TZVPD basis set.

The geometry in XYZ format:
```
18
C3H12O3 (ωB97M-V with the def2-TZVPD basis set)
C -0.5153 0.7996 -2.3298
C -1.5466 0.0255 -1.5894
C -1.7731 -1.3573 -1.8038
H -0.3930 0.4581 -3.4498
H 0.4718 0.7306 -1.6898
H -0.9595 1.7730 -2.5556
H -2.3097 0.6828 -0.9183
H -2.8542 -1.5676 -1.5962
H -1.4621 -2.0401 -2.7434
H 2.8324 -0.6235 1.9205
H 1.7820 0.2170 1.1571
O 2.6700 0.0332 1.2095
H 4.8254 -2.1516 1.0685
H 3.2791 -2.1162 0.4490
O 3.9408 -2.4385 1.0955
H -2.9700 2.6260 4.6901
H -2.0880 2.3757 3.3536
O -2.9300 2.5735 3.7321
```

Computed properties:
ΔE to the lowest compared entry with this formula, charge and spin in eV: 2.8521
Orbital gap in eV: 9.830
Structure (SMILES): C=CC.O.O.O
LUMO energy in eV: 0.4

- What is the formula in the second record?
  C3H12O3

- Among the records above, which one has the lowest LUMO energy?
  C33H88CdIO11

- Which of these has the lowest LUMO energy?
  C33H88CdIO11